1.
Molecular formula: C38H47Cl3N5NaO4SSi3
Method: DFT, ωB97M-V/def2-TZVPD

Structure (ORCA input):
```
! wB97M-V def2-TZVPD RIJCOSX def2/J DEFGRID3
* xyz 0 1
Na -0.83 1.17 0.26
O -3.82 6.91 4.76
N -3.26 6.81 3.69
O -2.88 7.75 3.02
C -3.06 5.46 3.14
C -4.03 4.56 3.42
C -3.97 3.25 2.88
C -4.99 2.31 3.10
C -4.90 1.07 2.52
C -3.78 0.79 1.72
N -2.80 1.65 1.51
C -2.88 2.87 2.09
C -1.80 3.82 1.85
N -0.74 3.40 1.13
C 0.21 4.26 0.85
C 0.20 5.58 1.30
C -0.85 6.03 2.05
C -1.91 5.14 2.34
H -4.87 4.86 4.04
H -5.84 2.58 3.71
H -5.66 0.32 2.65
H -3.68 -0.17 1.22
H 1.03 3.89 0.25
H 1.02 6.25 1.05
H -0.88 7.04 2.41
C -1.49 -2.03 -0.91
O -1.19 -0.67 -1.09
Si -1.44 0.27 -2.49
C -1.19 -0.87 -3.97
C -3.30 0.62 -2.48
C -0.37 1.68 -2.27
Si 1.40 1.30 -2.46
C 2.56 2.35 -1.40
C 2.06 1.44 -4.23
C 1.87 -0.47 -1.93
Si -0.95 3.27 -2.94
C -2.45 4.00 -2.04
C -1.47 3.18 -4.76
C 0.34 4.66 -2.90
H -1.52 -2.57 -1.87
H -2.46 -2.17 -0.42
H -0.73 -2.49 -0.28
H -1.94 -1.67 -4.01
H -0.20 -1.32 -4.01
H -1.31 -0.27 -4.88
H -3.85 -0.33 -2.48
H -3.63 1.20 -3.34
H -3.59 1.17 -1.58
H 2.45 3.43 -1.59
H 3.60 2.09 -1.61
H 2.40 2.17 -0.33
H 1.93 2.45 -4.63
H 1.51 0.76 -4.89
H 3.12 1.19 -4.29
H 1.55 -0.69 -0.91
H 2.96 -0.56 -1.98
H 1.44 -1.24 -2.57
H -3.33 3.36 -2.13
H -2.70 4.98 -2.47
H -2.25 4.15 -0.98
H -2.27 2.45 -4.92
H -0.62 2.87 -5.38
H -1.82 4.15 -5.13
H 0.61 4.95 -1.88
H -0.08 5.54 -3.38
H 1.25 4.39 -3.43
Cl 8.17 -6.10 0.80
C 6.56 -5.53 1.11
C 5.87 -5.99 2.23
C 4.59 -5.53 2.46
C 3.98 -4.62 1.60
C 2.58 -4.10 1.88
C 2.65 -2.78 2.63
N 1.41 -2.03 2.55
C 0.18 -2.39 3.05
C -0.67 -1.39 2.68
N 0.00 -0.43 1.96
C 1.24 -0.85 1.90
O 1.83 -4.99 2.69
C 1.38 -6.16 1.99
C 0.34 -5.87 0.96
C -0.98 -5.66 1.23
Cl -1.71 -5.67 2.79
S -1.92 -5.38 -0.17
C -0.54 -5.54 -1.17
C 0.58 -5.79 -0.45
C 4.70 -4.18 0.50
Cl 4.00 -3.02 -0.59
C 5.99 -4.62 0.24
H 6.34 -6.70 2.90
H 4.03 -5.88 3.32
H 2.06 -3.93 0.93
H 3.43 -2.16 2.19
H 2.90 -2.98 3.67
H 0.04 -3.31 3.59
H -1.72 -1.31 2.89
H 2.06 -0.35 1.41
H 0.98 -6.80 2.77
H 2.23 -6.67 1.53
H -0.63 -5.42 -2.24
H 1.56 -5.92 -0.89
H 6.53 -4.27 -0.62
*
```

Properties
E_HOMO, eV: -6.594
Maximum force, eV/Å: 0.29
HOMO-LUMO gap, eV: 5.541

***

2.
Molecular formula: C21H30N4O3
Method: DFT, ωB97M-V/def2-TZVPD

Structure (ORCA input):
```
! wB97M-V def2-TZVPD RIJCOSX def2/J DEFGRID3
* xyz 0 1
C -0.10 -0.46 -3.70
C 1.10 0.23 -3.07
C 0.72 1.34 -2.10
C 0.12 0.78 -0.80
N -0.23 1.71 0.25
C -1.53 2.35 0.17
C -1.68 3.49 -0.85
C 0.84 2.52 0.81
C 1.39 1.91 2.11
N 2.08 0.66 1.88
C 3.32 0.64 1.37
O 4.00 1.63 1.21
C 3.88 -0.75 1.02
N 2.94 -1.84 1.12
C 2.36 -2.39 0.04
O 2.64 -2.13 -1.11
C 1.26 -3.42 0.39
N -0.04 -2.78 0.34
C -0.86 -2.97 -0.73
C -2.08 -2.40 -0.82
C -2.54 -1.56 0.24
C -3.80 -0.95 0.23
C -4.19 -0.14 1.27
C -3.34 0.08 2.36
C -2.10 -0.51 2.39
C -1.68 -1.34 1.34
C -0.37 -1.95 1.39
O 0.44 -1.77 2.30
H 0.23 -1.20 -4.42
H -0.71 -0.96 -2.95
H -0.73 0.27 -4.22
H 1.71 -0.52 -2.55
H 1.72 0.65 -3.86
H 0.01 2.02 -2.58
H 1.62 1.92 -1.86
H -0.79 0.22 -1.03
H 0.85 0.08 -0.38
H -2.27 1.57 -0.05
H -1.75 2.74 1.17
H -0.87 4.20 -0.76
H -1.69 3.10 -1.87
H -2.62 4.00 -0.68
H 0.47 3.52 1.04
H 1.67 2.62 0.11
H 0.58 1.73 2.81
H 2.11 2.61 2.54
H 1.53 -0.18 1.97
H 4.23 -0.70 -0.02
H 4.74 -0.94 1.66
H 2.55 -2.04 2.03
H 1.29 -4.22 -0.35
H 1.42 -3.82 1.39
H -0.46 -3.60 -1.52
H -2.70 -2.57 -1.68
H -4.46 -1.12 -0.61
H -5.16 0.32 1.26
H -3.66 0.71 3.17
H -1.42 -0.36 3.21
*
```

Properties
E_HOMO, eV: -7.776
Maximum force, eV/Å: 0.95
HOMO-LUMO gap, eV: 7.982
SMILES: CCCCN(CC)CCNC(=O)CNC(=O)Cn1ccc2ccccc2c1=O

***

3.
Molecular formula: C11H9N
Method: DFT, ωB97M-V/def2-TZVPD

Structure (ORCA input):
```
! wB97M-V def2-TZVPD RIJCOSX def2/J DEFGRID3
* xyz 0 1
C -2.96 -1.02 1.91
C -2.54 -1.10 0.73
C -0.27 -1.70 -0.44
C 0.02 0.71 1.65
C 0.89 -2.03 -0.46
C 0.81 1.42 1.11
C -2.18 2.16 -1.25
C -1.74 -1.38 -0.51
C -2.17 -0.05 -0.39
C 2.30 -2.27 -0.37
C 1.55 2.28 0.23
N -1.96 1.10 -0.71
H -1.52 2.98 -1.29
H -0.79 0.32 2.15
H -2.23 -2.11 -1.16
H 2.48 -2.78 -1.32
H 2.43 -2.94 0.55
H 2.92 -1.33 -0.31
H 0.97 3.22 0.05
H 1.57 1.90 -0.89
H 2.44 2.61 0.70
*
```

Properties
E_HOMO, eV: -8.411
Maximum force, eV/Å: 3.75
HOMO-LUMO gap, eV: 7.519

***

4.
Molecular formula: CH5NO4
Method: DFT, ωB97M-V/def2-TZVPD

Structure (ORCA input):
```
! wB97M-V def2-TZVPD RIJCOSX def2/J DEFGRID3
* xyz 0 1
C 0.40 -0.75 -0.89
O -0.84 -0.95 -1.54
O 1.21 -1.87 -1.08
O 0.95 0.38 -0.93
H 0.65 -2.61 -1.34
H -1.18 -0.06 -1.76
N -0.35 1.71 1.73
O 0.07 0.63 1.16
H 0.05 -0.59 0.40
H 0.35 2.24 2.24
H -1.32 1.89 2.01
*
```

Properties
E_HOMO (spin up / spin down), eV: -8.643 / -9.555
Maximum force, eV/Å: 3.04
HOMO-LUMO gap (spin up / spin down), eV: 8.136 / 8.736

***

> Among the records above, which one has the lowest maximum force?

C38H47Cl3N5NaO4SSi3

***

> Among the records above, which one has the lowest maximum force?

C38H47Cl3N5NaO4SSi3

***

> Which formula does entry 1 have?

C38H47Cl3N5NaO4SSi3